No. 1
# C3H6N4

C3H6N4 in the gas phase at a distorted geometry (wB97M-V/def2-TZVPD, OMol25).

Element x y z (Å)
C: -0.155 -1.421 0.898
C: -0.659 1.857 -0.072
C: 0.845 -0.616 -1.174
N: -0.998 0.379 1.779
N: -0.791 -0.887 1.905
N: -0.009 -0.475 -0.066
N: -0.485 0.696 0.562
H: 0.273 -2.340 0.964
H: 0.047 2.005 -0.875
H: -1.052 2.634 0.546
H: 1.716 0.030 -1.171
H: 0.899 -1.665 -1.203
H: 0.370 -0.197 -2.093

Summary:
- ΔE to the lowest compared entry with this formula, charge and spin (eV) = 4.708
- E_LUMO (spin up / spin down) (eV) = 0.6 / 0.6
- frontier orbital gap (spin up / spin down) (eV) = 7.6805 / 7.6797
- highest occupied orbital energy (spin up / spin down) (eV) = -7.04 / -7.04
- total charge = 0

Population analysis type Mulliken, resulting atomic charges in e: -0.0554 -0.4580 -0.8549 -0.6879 -0.3456 -0.0560 0.5811 0.4038 0.1751 0.2952 0.3400 0.3372 0.3253

---

No. 2
# C3H6N4

C3H6N4 in the gas phase at a distorted geometry (wB97M-V/def2-TZVPD, OMol25).

Element x y z (Å)
N: -1.316 0.878 1.057
C: -0.439 0.042 0.394
C: 0.061 -1.241 0.742
N: 1.364 -1.351 0.360
N: 1.070 -0.864 -1.008
C: 0.292 0.247 -0.770
N: 0.280 1.302 -1.599
H: -0.901 1.627 1.601
H: -2.098 0.458 1.546
H: -0.423 -2.029 1.313
H: 1.777 -2.281 0.328
H: -0.442 1.999 -1.490
H: 0.775 1.214 -2.474

Summary:
- ΔE to the lowest compared entry with this formula, charge and spin (eV) = 3.588
- E_LUMO (spin up / spin down) (eV) = 0.9 / 0.9
- frontier orbital gap (spin up / spin down) (eV) = 7.9767 / 7.9775
- highest occupied orbital energy (spin up / spin down) (eV) = -7.07 / -7.07
- total charge = 0

Population analysis type Mulliken, resulting atomic charges in e: -0.5458 0.4688 -0.3466 -0.1528 -0.7198 0.1292 -0.3932 0.2154 0.2310 0.3295 0.2723 0.2305 0.2815

---

No. 3
# C3H6N4

C3H6N4 in the gas phase at a distorted geometry (wB97M-V/def2-TZVPD, OMol25).

Element x y z (Å)
C: -2.463 -1.156 0.056
C: -1.367 -0.608 -0.089
C: 0.103 -0.322 -0.160
N: 1.062 -1.112 0.179
N: 2.306 -0.432 0.173
N: 0.290 1.066 -0.618
N: -0.850 1.842 0.250
H: -3.138 -2.158 -0.189
H: 2.868 0.275 -0.585
H: 3.287 -1.009 0.348
H: 1.175 1.212 -0.009
H: -0.711 1.601 1.406
H: -0.774 3.047 0.303

Summary:
- ΔE to the lowest compared entry with this formula, charge and spin (eV) = 8.532
- E_LUMO (eV) = 0.4
- frontier orbital gap (eV) = 9.2896
- highest occupied orbital energy (eV) = -8.85
- total charge = 0

Population analysis type Mulliken, resulting atomic charges in e: -0.1655 -0.0714 0.3771 -0.3887 -0.5744 -0.3198 -0.6304 0.2789 0.2679 0.2639 0.4098 0.2640 0.2886

---

No. 4
# C3H6N4

C3H6N4 in the gas phase at a distorted geometry (wB97M-V/def2-TZVPD, OMol25).

Element x y z (Å)
C: -1.445 0.875 0.366
C: -0.151 0.301 -0.172
C: -0.170 -1.069 -0.833
N: 0.463 -0.877 0.534
N: 1.839 -0.654 0.358
N: 2.056 0.600 -0.076
N: 0.971 1.173 -0.338
H: -1.233 1.815 1.026
H: -2.037 0.009 0.799
H: -2.063 1.374 -0.448
H: -1.189 -1.428 -0.651
H: 0.540 -1.275 -1.682
H: 2.418 -0.843 1.117

Summary:
- ΔE to the lowest compared entry with this formula, charge and spin (eV) = 3.979
- E_LUMO (eV) = 1.1
- frontier orbital gap (eV) = 10.1690
- highest occupied orbital energy (eV) = -9.09
- total charge = 0

Population analysis type Mulliken, resulting atomic charges in e: -1.0329 0.9357 -0.4099 -0.4110 -0.0531 -0.4270 -0.2676 0.2942 0.3081 0.2490 0.2282 0.3197 0.2666

---

No. 5
# C3H6N4

A molecular structure, C3H6N4 at a distorted geometry (wB97M-V/def2-TZVPD, OMol25).

Element x y z (Å)
C: -1.892 -0.726 0.172
N: 0.582 -1.049 0.884
C: 0.914 0.858 -0.251
C: -0.491 -0.267 0.368
N: 1.921 1.562 -0.763
N: 0.657 -0.558 -0.502
N: -0.109 1.154 0.478
H: 0.381 -2.048 0.838
H: 2.698 1.066 -1.163
H: 2.050 2.504 -0.437
H: -2.377 -0.096 -0.570
H: -1.904 -1.760 -0.167
H: -2.429 -0.640 1.114

Summary:
- ΔE to the lowest compared entry with this formula, charge and spin (eV) = 2.981
- E_LUMO (eV) = 1.0
- frontier orbital gap (eV) = 10.0027
- highest occupied orbital energy (eV) = -8.96
- total charge = 0

Population analysis type Mulliken, resulting atomic charges in e: -1.1085 -0.5417 0.4328 1.2730 -0.3775 -0.5796 -0.7500 0.2588 0.2451 0.2583 0.2461 0.3412 0.3021

---

No. 6
# C3H6N4

C3H6N4 in the gas phase at a distorted geometry (wB97M-V/def2-TZVPD, OMol25).

Element x y z (Å)
C: 1.269 0.334 1.150
C: 0.659 0.164 -0.151
N: 1.092 0.432 -1.334
C: -0.085 0.260 -2.084
N: -1.127 -0.190 -1.387
N: -0.648 -0.205 -0.176
N: -1.399 -0.656 0.911
H: 2.340 0.560 1.051
H: 0.887 1.317 1.642
H: 1.088 -0.579 1.881
H: -0.146 0.421 -3.174
H: -2.359 -0.231 0.907
H: -1.570 -1.625 0.765

Summary:
- ΔE to the lowest compared entry with this formula, charge and spin (eV) = 1.489
- E_LUMO (eV) = 1.0
- frontier orbital gap (eV) = 10.4077
- highest occupied orbital energy (eV) = -9.45
- total charge = 0

Population analysis type Mulliken, resulting atomic charges in e: -1.0022 0.7218 -0.6379 -0.1244 -0.9616 0.9816 -0.7382 0.3446 0.2161 0.2630 0.4027 0.2893 0.2453

---

No. 7
# C3H6N4

2 unconnected molecules or ions with the total composition C3H6N4 at a distorted geometry (wB97M-V/def2-TZVPD, OMol25).

Element x y z (Å)
C: -1.067 0.337 1.084
C: -1.725 -0.355 -1.776
C: -0.763 -0.688 0.288
N: 2.384 -1.117 0.977
N: 2.899 0.945 0.159
N: -1.440 -1.102 -0.799
N: 2.627 -0.068 0.679
H: -0.233 0.507 1.721
H: -1.857 0.948 0.946
H: -1.413 0.652 -1.786
H: -2.464 -0.691 -2.536
H: 0.254 -1.088 0.270
H: 2.796 1.721 0.772

Summary:
- ΔE to the lowest compared entry with this formula, charge and spin (eV) = 3.595
- E_LUMO (spin up / spin down) (eV) = 0.8 / -2.3
- frontier orbital gap (spin up / spin down) (eV) = 6.1701 / 8.0524
- highest occupied orbital energy (spin up / spin down) (eV) = -5.32 / -10.31
- multiplicity = 3
- total charge = 0

Population analysis type Mulliken, resulting atomic charges in e: -0.6906 -0.6746 0.0205 -0.5238 -0.7138 -0.1915 0.9591 0.2746 0.4167 0.3396 0.2627 0.2625 0.2584

---

No. 8
# C3H6N4O

C3H6N4O in the gas phase at a distorted geometry (wB97M-V/def2-TZVPD, OMol25).

Element x y z (Å)
H: 2.053 -0.916 1.976
N: 1.997 -0.399 1.085
C: 0.860 -0.414 0.558
C: -0.436 -0.699 0.994
C: -1.335 -0.263 0.043
O: -2.668 -0.378 -0.176
N: -0.644 0.396 -0.986
N: 0.751 0.178 -0.761
N: 1.508 1.427 -0.745
H: -0.711 -1.187 1.926
H: -3.144 -0.532 0.653
H: -0.753 0.100 -1.966
H: 2.336 1.023 -1.141
H: 1.753 1.575 0.250

Summary:
- ΔE to the lowest compared entry with this formula, charge and spin (eV) = 3.100
- E_LUMO (eV) = 0.4
- frontier orbital gap (eV) = 8.8428
- highest occupied orbital energy (eV) = -8.40
- total charge = 0

Population analysis type Mulliken, resulting atomic charges in e: 0.2167 -0.7343 0.5602 -0.7695 0.5161 -0.4816 -0.3478 0.1304 -0.6438 0.3062 0.3423 0.2859 0.3013 0.3180

---

No. 9
# C3H6N4O

C3H6N4O in the gas phase at a distorted geometry (wB97M-V/def2-TZVPD, OMol25).

Element x y z (Å)
H: -0.146 -2.267 1.853
N: -0.267 -1.175 2.084
C: -0.010 -0.329 1.099
N: -0.515 0.955 1.207
C: -0.647 1.546 0.085
N: -0.318 0.555 -0.942
C: 0.327 1.040 -2.062
N: 0.445 -0.391 -0.120
O: 0.761 -1.824 -0.593
H: -1.089 2.534 -0.033
H: 0.364 0.147 -2.641
H: 1.542 1.084 -1.534
H: -0.096 2.220 -2.289
H: -0.107 -2.276 -0.951

Summary:
- ΔE to the lowest compared entry with this formula, charge and spin (eV) = 7.105
- E_LUMO (eV) = 0.1
- frontier orbital gap (eV) = 8.8824
- highest occupied orbital energy (eV) = -8.78
- total charge = 0

Population analysis type Mulliken, resulting atomic charges in e: 0.2389 -0.6470 0.4794 -0.5335 0.0575 -0.0638 -0.6961 0.0709 -0.4571 0.3724 0.3099 0.2621 0.2431 0.3633

---

No. 10
# C3H6N4O

C3H6N4O in the gas phase at a distorted geometry (wB97M-V/def2-TZVPD, OMol25).

Element x y z (Å)
H: 3.278 -0.846 -0.458
N: 2.834 -0.012 0.056
C: 1.514 0.055 -0.004
C: 0.592 1.164 0.102
O: -0.672 0.978 -0.518
C: -1.310 -0.187 -0.043
N: -2.600 -0.068 0.096
N: -0.611 -1.227 -0.062
N: 0.712 -1.078 -0.240
H: 1.082 2.130 -0.196
H: 0.551 1.249 1.137
H: -3.410 0.761 -0.130
H: -3.145 -0.940 0.376
H: 1.186 -1.980 -0.117

Summary:
- ΔE to the lowest compared entry with this formula, charge and spin (eV) = 3.664
- E_LUMO (eV) = 0.6
- frontier orbital gap (eV) = 8.3655
- highest occupied orbital energy (eV) = -7.76
- total charge = 0

Population analysis type Mulliken, resulting atomic charges in e: 0.2258 -0.7466 0.4341 -0.3022 -0.3741 0.4694 -0.4506 -0.7317 0.0887 0.3194 0.2734 0.2911 0.2593 0.2442